This record from OMol25 describes a structure of composition C51H45Br2MgN2O7P2SSi. The level of theory is ωB97M-V/def2-TZVPD.

Last column: Mulliken charge in e.
Positions of all 112 atoms, in Å:
Mg -0.1296 0.5170 -1.0646  2.81
C 1.3421 1.2662 -4.3034  -1.39
C 0.2269 2.2002 -3.9388  0.71
C -0.1053 3.2637 -4.8120  -0.97
C -1.1028 4.1317 -4.4981  -1.33
C -1.7907 3.9913 -3.2735  1.20
C -2.8229 4.8536 -2.8238  0.00
Br -3.4143 6.3038 -3.9106  -0.29
C -3.4088 4.6661 -1.6090  -0.31
C -2.9818 3.6196 -0.7803  0.26
Br -3.7980 3.4182 0.9257  -0.25
C -1.9679 2.7262 -1.1225  -0.65
O -1.5337 1.8089 -0.3468  -0.03
C -1.3921 2.9202 -2.4482  -0.74
N -0.4186 2.0255 -2.8071  0.15
H 1.9472 1.6988 -5.1004  0.50
H 0.9421 0.3061 -4.6333  0.09
H 1.9618 1.0650 -3.4302  0.11
H 0.4486 3.3733 -5.7360  0.48
H -1.3638 4.9415 -5.1664  0.34
H -4.1957 5.3274 -1.2738  0.45
O 0.4396 1.0723 1.3056  -0.07
P 0.7591 0.4871 2.6243  0.61
C 1.6682 -1.0780 2.4506  -1.57
P 0.7257 -2.2072 1.3747  0.59
O -0.1734 -1.5030 0.4225  0.28
C -0.2581 -3.2150 2.5037  0.47
C 0.3102 -4.1332 3.3839  -0.57
C -0.4976 -4.8510 4.2529  -0.71
C -1.8751 -4.6603 4.2337  -0.54
C -2.4443 -3.7576 3.3460  -0.66
C -1.6379 -3.0337 2.4785  -0.36
C 1.9283 -3.3064 0.6224  0.60
C 1.5706 -3.9053 -0.5840  -0.42
C 2.4668 -4.7432 -1.2303  -0.51
C 3.7138 -4.9902 -0.6736  -0.61
C 4.0743 -4.3974 0.5304  -0.81
C 3.1853 -3.5496 1.1743  -0.46
C 1.8236 1.5313 3.6305  0.34
C 1.5124 1.9189 4.9309  -0.51
C 2.3705 2.7599 5.6282  -0.66
C 3.5335 3.2178 5.0255  -0.48
C 3.8397 2.8435 3.7221  -0.89
C 2.9911 2.0013 3.0193  -0.51
C -0.7278 0.0952 3.5508  0.33
C -1.9202 0.5262 2.9687  -0.53
C -3.1269 0.2337 3.5944  -0.33
C -3.1405 -0.4793 4.7856  -0.72
C -1.9506 -0.9115 5.3626  -0.84
C -0.7441 -0.6258 4.7446  -0.14
H 1.8632 -1.5333 3.4233  0.84
H 2.6125 -0.8135 1.9646  1.02
H 1.3837 -4.2932 3.3864  0.41
H -0.0573 -5.5655 4.9373  0.41
H -2.5059 -5.2266 4.9080  0.39
H -3.5169 -3.6116 3.3311  0.46
H -2.0616 -2.3248 1.7766  0.26
H 0.6165 -3.6682 -1.0399  0.29
H 2.1949 -5.1822 -2.1822  0.33
H 4.4180 -5.6307 -1.1900  0.39
H 5.0522 -4.5795 0.9578  0.39
H 3.4815 -3.0770 2.1034  0.38
H 0.5922 1.5838 5.3926  0.36
H 2.1230 3.0670 6.6367  0.41
H 4.1975 3.8795 5.5687  0.37
H 4.7338 3.2173 3.2390  0.47
H 3.2264 1.7464 1.9868  0.34
H -1.8903 1.0618 2.0217  -0.17
H -4.0538 0.5640 3.1415  0.44
H -4.0835 -0.7085 5.2679  0.41
H -1.9668 -1.4813 6.2835  0.43
H 0.1821 -0.9786 5.1867  0.44
C -2.6607 -3.8397 -5.7098  -1.16
Si -2.0225 -4.1180 -3.9719  0.16
C -0.2574 -4.7112 -4.0773  -0.91
C -3.0240 -5.5236 -3.2364  -1.22
C -2.4011 -2.5875 -2.9642  0.76
C -3.7475 -2.3862 -2.6827  0.14
C -4.1896 -1.3058 -1.9235  -1.82
C -3.2271 -0.4406 -1.4431  -0.39
N -1.9311 -0.5880 -1.7055  -0.12
C -1.4876 -1.6213 -2.4669  0.25
S 0.2188 -1.5941 -2.7460  -0.57
H -2.5902 -4.7599 -6.2982  0.31
H -2.0874 -3.0614 -6.2210  0.32
H -3.7078 -3.5236 -5.6929  0.34
H -0.1589 -5.3894 -4.9307  0.49
H 0.0176 -5.2600 -3.1705  0.13
H 0.4358 -3.8772 -4.1871  0.33
H -2.8419 -6.4475 -3.7950  0.34
H -4.0976 -5.3194 -3.2720  0.33
H -2.7529 -5.6984 -2.1913  0.33
H -4.4845 -3.0908 -3.0601  0.25
H -5.2372 -1.1500 -1.7045  0.41
H -3.4801 0.4106 -0.8183  0.50
O 3.7268 1.3928 -0.1339  -0.88
C 2.6429 1.8512 -0.5259  -0.21
O 1.6886 1.1913 -1.0318  0.03
C 2.4469 3.3451 -0.4382  0.69
C 1.1851 3.8827 -0.2253  -0.10
C 0.9914 5.2649 -0.1027  -1.86
C 2.1067 6.0546 -0.2168  1.17
O 2.1882 7.4280 -0.1491  -0.53
C 3.5702 7.7474 -0.3003  -0.26
O 4.2927 6.5370 -0.5032  -0.54
C 3.3604 5.5219 -0.4255  1.13
C 3.5746 4.1750 -0.5259  -1.48
H 0.3428 3.2084 -0.1198  0.58
H 0.0097 5.6873 0.0678  0.53
H 3.9296 8.2392 0.6065  0.25
H 3.6992 8.3975 -1.1675  0.24
H 4.5591 3.7503 -0.6667  0.49

Values from the calculation:
- charge = -1
- E (eV) = -253762.460
- HOMO level (eV) = -4.5



This record from OMol25 describes a structure of composition C29H25N4O9P2Y in a non-equilibrium geometry. The level of theory is ωB97M-V/def2-TZVPD.

Last column: Mulliken charge in e.
Positions of all 70 atoms, in Å:
Y -0.2067 0.2324 0.2857  0.34
O 1.6047 -5.5179 -3.9473  -0.72
C 2.4251 -4.6432 -3.6396  0.42
O 3.6554 -4.5494 -3.7361  -0.72
C 1.7861 -3.4793 -2.7798  -0.85
C 2.5696 -2.4611 -2.2680  -1.13
C 1.9683 -1.4459 -1.5400  1.53
N 0.6416 -1.3902 -1.3567  0.61
C -0.1240 -2.3632 -1.8702  0.65
C 0.4192 -3.4280 -2.5736  -1.17
C -1.5849 -2.2132 -1.6621  0.71
C -2.4945 -3.1499 -2.1441  -1.04
C -3.8493 -2.9316 -1.9767  -0.49
C -4.2687 -1.7798 -1.3306  -1.01
C -3.3052 -0.9074 -0.8592  0.06
N -1.9961 -1.1134 -1.0117  0.53
C 2.7652 -0.3222 -0.9977  -0.26
C 4.1477 -0.4173 -0.8521  -1.15
C 4.8644 0.7115 -0.5029  -0.66
C 4.1855 1.9053 -0.3013  -0.94
C 2.8079 1.8955 -0.3902  -0.28
N 2.1035 0.8105 -0.7165  1.07
H 3.6288 -2.4886 -2.4843  0.69
H -0.1645 -4.2312 -3.0009  0.62
H -2.1504 -4.0402 -2.6477  0.45
H -4.5705 -3.6472 -2.3486  0.45
H -5.3168 -1.5587 -1.1879  0.45
H -3.5853 -0.0067 -0.3276  0.21
H 4.6460 -1.3614 -1.0157  0.46
H 5.9387 0.6612 -0.3860  0.43
H 4.7103 2.8176 -0.0559  0.45
H 2.2325 2.7927 -0.1922  0.43
C -0.0260 -0.0858 4.6741  -1.71
C 1.0983 -0.6882 3.8483  1.11
O 1.9947 -1.3701 4.7016  -0.61
P 1.9673 0.6658 2.9442  0.87
O 2.5130 1.6760 4.0358  -0.54
O 3.3053 0.0940 2.3371  -0.56
O 1.0691 1.3643 1.9663  -0.68
P 0.4978 -1.7443 2.4371  0.64
O 0.5282 -3.2285 3.0348  -0.57
O 1.5429 -1.5788 1.3645  -0.72
O -0.8869 -1.3828 1.9745  -0.64
H 0.4042 0.5128 5.4771  0.40
H -0.6282 -0.8819 5.1114  0.43
H -0.6612 0.5463 4.0538  0.26
H 2.4245 -2.1003 4.2427  0.40
H 2.4130 2.5990 3.7596  0.39
H 3.0651 -0.6876 1.7857  0.49
H -0.3417 -3.6488 2.9447  0.37
C -0.1450 3.4478 -3.3516  -1.15
C -1.1423 4.3414 -2.9887  -0.43
C -1.8956 4.0865 -1.8600  -1.16
C -1.6563 2.9374 -1.0998  1.08
N -0.6642 2.0947 -1.4494  0.64
C 0.0571 2.3485 -2.5430  -0.31
C -2.4517 2.5830 0.1000  1.00
C -3.6289 3.2799 0.3918  -1.06
C -4.3836 2.9538 1.5036  -0.71
C -3.9669 1.9184 2.3261  -1.11
C -2.8111 1.2143 2.0157  -0.48
C -2.0041 1.5111 0.9065  0.99
H 0.4636 3.6029 -4.2309  0.44
H -1.3311 5.2276 -3.5806  0.43
H -2.6624 4.7854 -1.5657  0.36
H 0.8330 1.6290 -2.7744  0.45
H -3.9856 4.0733 -0.2523  0.31
H -5.2948 3.4965 1.7209  0.40
H -4.5502 1.6492 3.1993  0.43
H -2.5433 0.3789 2.6569  0.38

Values from the calculation:
- E (eV) = -74498.596
- HOMO level (eV) = -7.7



This record from OMol25 describes a cluster of 10 separate species, C3H24ClN6O13 in total in a non-equilibrium geometry. The level of theory is ωB97M-V/def2-TZVPD.

Last column: Mulliken charge in e.
Positions of all 47 atoms, in Å:
Cl 0.5528 -0.7903 -0.4853  1.60
O 1.3107 -1.0181 -1.6570  -0.71
O -0.3818 -1.9184 -0.3226  -0.52
O 1.4581 -0.8037 0.6518  -0.62
O -0.1997 0.4481 -0.4405  -0.64
O -0.0014 -1.8698 2.9931  -0.57
H -0.8676 -2.1656 2.7132  0.30
H 0.2688 -1.2463 2.3189  0.24
O 0.3572 -4.0289 -2.5212  -0.58
H 1.0990 -4.4685 -2.1056  0.27
H 0.5274 -3.0960 -2.3911  0.29
O -0.4535 3.7708 -0.4568  -0.66
H -0.5855 3.1347 0.2462  0.31
H 0.3092 3.4454 -0.9348  0.32
O -1.5548 -5.1037 -0.6510  -0.58
H -0.9075 -5.6214 -0.1723  0.27
H -1.7963 -4.4024 -0.0460  0.29
O -2.5368 -3.2337 -2.6826  -0.57
H -2.2562 -2.3213 -2.6122  0.28
H -3.4804 -3.1836 -2.8351  0.27
O 4.4503 -1.1447 -0.4903  -0.61
H 4.1371 -1.1813 0.4135  0.32
H 4.0963 -0.3245 -0.8339  0.28
C 0.6677 3.2359 -3.6575  0.89
O -0.4387 3.6298 -3.9781  -0.71
N 1.7768 3.8814 -3.8455  -0.43
N 0.7357 2.2678 -2.8926  -0.22
H 1.7316 4.8202 -4.2151  0.22
H 2.6338 3.4066 -3.5998  0.16
H -0.1991 1.8937 -2.8129  0.06
H 1.6272 1.8527 -2.6626  0.03
C -3.7130 0.1593 0.3795  0.70
O -4.8913 0.3281 0.6578  -0.76
N -2.7543 0.2848 1.2204  -0.26
N -3.2545 -0.0153 -0.8105  -0.27
H -1.8197 0.2185 0.8431  0.09
H -2.9828 0.2597 2.2038  0.19
H -3.9780 0.1099 -1.5041  0.17
H -2.2843 -0.2366 -0.9835  0.16
C 1.6415 0.8183 4.7894  0.67
O 1.4869 -0.3999 4.8434  -0.64
N 1.7002 1.4578 3.6952  -0.31
N 1.8542 1.6192 5.7765  -0.39
H 1.5644 1.0801 2.7684  0.18
H 1.7461 2.4603 3.8090  0.13
H 1.9969 2.5923 5.5467  0.14
H 1.6073 1.3985 6.7307  0.23

Values from the calculation:
- charge = -1
- E (eV) = -51576.768
- HOMO level (eV) = -7.1



This record from OMol25 describes an isolated molecule of CH3Cl2OP in a non-equilibrium geometry. The level of theory is ωB97M-V/def2-TZVPD.

Last column: Mulliken charge in e.
Positions of all 8 atoms, in Å:
C -1.0153 0.0159 -0.1327  -0.76
P 0.7842 -0.0800 0.2376  0.86
O 1.1095 -0.3592 1.6366  -0.54
Cl 1.6555 1.7907 -0.2999  -0.25
Cl 1.6621 -1.3757 -1.0316  -0.20
H -1.4945 -0.7039 -0.9901  0.29
H -1.3975 -0.3536 0.7522  0.31
H -1.3041 1.0657 -0.1720  0.30

Values from the calculation:
- E (eV) = -37468.746
- SMILES = CP(=O)(Cl)Cl
- HOMO level (eV) = -11.2